(1)
{
  "formula": "C36H58BF6N10O10P",
  "method": "wB97M-V/def2-TZVPD",
  "elements": ["O", "C", "O", "B", "O", "C", "O", "O", "C", "O", "C", "O", "O", "C", "C", "N", "C", "C", "N", "C", "C", "H", "H", "H", "H", "H", "H", "H", "H", "H", "H", "H", "C", "C", "N", "C", "C", "N", "C", "C", "H", "H", "H", "H", "H", "H", "H", "H", "H", "H", "H", "C", "C", "N", "C", "C", "N", "C", "C", "H", "H", "H", "H", "H", "H", "H", "H", "H", "H", "H", "C", "C", "N", "C", "C", "N", "C", "C", "H", "H", "H", "H", "H", "H", "H", "H", "H", "H", "H", "C", "C", "N", "C", "C", "N", "C", "C", "H", "H", "H", "H", "H", "H", "H", "H", "H", "H", "H", "C", "C", "O", "O", "H", "H", "H", "P", "F", "F", "F", "F", "F", "F"],
  "coordinates": [[0.268, 1.636, 3.528], [0.622, 1.383, 2.322], [1.828, 1.432, 1.826], [1.803, 1.369, 0.333], [0.385, 1.209, 0.078], [-0.422, 1.241, 1.161], [-1.611, 1.042, 1.206], [2.669, 0.302, -0.208], [3.515, 0.736, -1.160], [4.176, 0.089, -1.949], [3.257, 2.198, -1.304], [2.346, 2.554, -0.362], [3.796, 2.939, -2.122], [-2.095, -0.592, -2.821], [-2.919, -1.212, -1.707], [-4.297, -0.799, -1.683], [-5.082, -0.295, -0.627], [-6.420, -0.144, -0.939], [-6.481, -0.669, -2.278], [-5.224, -1.022, -2.696], [-7.582, -0.769, -3.098], [-1.040, -0.865, -2.785], [-2.135, 0.497, -2.793], [-2.324, -0.917, -3.836], [-2.317, -0.882, -0.860], [-3.018, -2.290, -1.581], [-4.460, -0.112, 0.237], [-7.241, 0.050, -0.265], [-5.028, -1.394, -3.691], [-7.362, -0.219, -4.013], [-8.436, -0.237, -2.680], [-7.816, -1.762, -3.483], [6.418, -7.767, -1.650], [5.264, -7.868, -2.666], [4.469, -6.687, -2.505], [3.206, -6.638, -3.045], [2.663, -5.372, -2.730], [3.641, -4.657, -2.110], [4.687, -5.464, -1.848], [3.594, -3.384, -1.581], [6.065, -7.591, -0.634], [7.248, -7.111, -1.911], [6.764, -8.778, -1.432], [4.677, -8.780, -2.558], [5.605, -8.030, -3.689], [2.817, -7.471, -3.611], [1.693, -4.967, -2.977], [5.566, -5.226, -1.268], [2.593, -3.061, -1.296], [4.038, -2.680, -2.285], [4.105, -3.240, -0.629], [1.140, 0.682, -4.094], [1.681, -0.732, -4.303], [2.665, -0.710, -5.374], [4.011, -0.394, -5.255], [4.612, -0.636, -6.510], [3.607, -0.808, -7.471], [2.464, -0.956, -6.759], [3.943, -0.997, -8.842], [0.281, 0.684, -4.764], [1.899, 1.404, -4.399], [0.808, 0.711, -3.056], [0.882, -1.466, -4.407], [2.137, -1.153, -3.407], [4.433, -0.183, -4.284], [5.607, -0.522, -6.915], [1.505, -1.176, -7.204], [3.125, -1.045, -9.560], [4.610, -1.858, -8.894], [4.523, -0.137, -9.178], [-3.096, -1.995, 1.960], [-2.195, -2.183, 3.192], [-2.297, -1.179, 4.244], [-2.697, 0.104, 4.146], [-2.787, 0.606, 5.428], [-2.231, -0.278, 6.324], [-2.107, -1.394, 5.575], [-2.026, -0.086, 7.721], [-2.571, -1.370, 1.238], [-4.034, -1.514, 2.240], [-3.364, -2.983, 1.587], [-1.134, -2.233, 2.948], [-2.354, -3.158, 3.655], [-2.845, 0.544, 3.171], [-3.076, 1.609, 5.707], [-1.762, -2.378, 5.859], [-2.593, 0.715, 8.196], [-0.976, 0.204, 7.709], [-2.106, -1.089, 8.140], [3.618, 4.418, 2.203], [2.734, 5.484, 1.483], [1.292, 5.305, 1.570], [0.277, 5.548, 0.602], [-0.952, 5.427, 1.189], [-0.770, 4.996, 2.517], [0.611, 5.091, 2.708], [-1.876, 4.629, 3.403], [3.028, 3.502, 2.249], [3.877, 4.704, 3.223], [4.588, 4.300, 1.720], [3.046, 5.427, 0.440], [3.124, 6.489, 1.643], [0.562, 5.592, -0.439], [-1.973, 5.459, 0.838], [1.082, 5.026, 3.678], [-2.856, 4.781, 2.949], [-1.827, 5.321, 4.244], [-1.757, 3.568, 3.621], [-0.021, 3.305, 6.328], [-1.257, 3.821, 7.059], [-2.153, 4.300, 6.385], [-1.306, 3.848, 8.300], [-0.293, 2.358, 5.862], [0.677, 2.921, 7.072], [0.547, 3.959, 5.667], [-5.146, 2.558, 2.576], [-5.105, 4.147, 2.355], [-5.404, 2.574, 1.018], [-3.506, 2.457, 2.242], [-5.315, 0.926, 2.579], [-4.929, 2.666, 4.171], [-6.768, 2.717, 2.852]],
  "forces_ev_per_angstrom": [[1.7, -1.4, -4.7], [-2.4, 2.3, 4.5], [0.3, -0.1, 0.1], [0.4, 0.5, 0.1], [-1.6, -0.2, -0.9], [1.0, -1.2, -0.1], [1.7, 0.2, -0.3], [0.8, -1.2, -0.5], [-1.1, -1.2, -0.7], [-0.6, 0.0, 1.4], [0.8, 3.4, -0.6], [0.5, 0.2, -0.7], [-1.5, -1.8, 2.0], [0.2, -0.5, -1.4], [1.1, -0.2, 0.5], [-5.1, 0.9, -1.4], [1.3, 0.2, 0.2], [2.7, -2.0, -1.6], [4.4, 0.1, 2.8], [-0.3, 0.8, 2.0], [-2.4, 0.8, -2.8], [0.0, -0.1, 0.7], [-0.2, -0.1, 0.2], [-0.7, 0.1, -0.1], [-1.0, 0.2, 0.7], [0.9, -0.2, -0.7], [-0.8, 0.5, 0.5], [-0.1, 0.3, -0.4], [0.1, 0.0, 0.1], [-0.1, 0.2, -0.1], [0.0, -0.5, 0.2], [-0.1, -0.2, 0.8], [-0.3, -1.6, 0.4], [2.1, -0.7, 1.0], [-2.2, 3.0, 0.4], [-0.5, 2.4, 0.8], [0.5, -2.1, -1.5], [1.1, -3.9, 1.0], [-0.2, -2.5, -2.1], [-0.4, 3.7, 1.2], [-0.4, 0.8, -0.1], [-0.2, -0.1, -0.1], [0.6, -0.1, -0.7], [-0.4, 0.3, 0.8], [0.3, 0.9, -0.1], [-0.1, 0.2, 0.2], [0.2, 0.0, 0.1], [-0.1, 0.1, -0.2], [-0.2, -0.2, -0.6], [-0.2, 0.2, 0.1], [0.5, -0.6, -0.2], [-0.4, -1.4, -0.2], [0.2, 0.0, 1.0], [1.0, -0.9, -4.6], [0.6, -1.6, -1.7], [-1.1, 1.8, 0.8], [-1.1, -0.7, 4.6], [0.1, 0.8, 1.3], [0.7, 0.1, -1.6], [-0.1, 0.9, 0.1], [-0.3, 0.2, 0.5], [0.0, 0.7, -0.1], [0.0, 0.1, -1.1], [0.8, 0.5, 0.0], [0.1, 0.1, -0.1], [0.1, 0.1, 0.6], [0.0, 0.0, 0.1], [-0.3, -0.4, 0.6], [-0.3, -0.1, -0.3], [0.1, 0.1, 0.2], [0.2, 0.2, 0.9], [0.7, -0.8, 0.1], [-0.4, 0.3, 2.7], [-0.7, 1.0, 0.2], [0.9, 1.7, -1.1], [-2.8, -1.2, -4.2], [1.5, -1.4, -0.3], [1.7, -0.6, 0.3], [-0.2, -0.2, -0.1], [0.0, 0.1, 0.0], [0.3, 0.1, -0.3], [0.0, 0.2, -0.5], [-0.4, 0.1, 0.1], [-0.3, 0.3, 0.3], [0.0, 0.0, 0.0], [0.0, 0.2, 0.6], [-0.4, -0.4, -0.4], [0.1, 0.1, 0.9], [-0.2, 0.5, 0.7], [-1.1, 0.7, 0.5], [2.3, -0.3, -1.3], [-3.1, 0.7, 0.9], [0.7, -0.5, 0.0], [0.7, -1.3, 0.8], [3.3, 2.0, -2.4], [-1.8, -1.0, 0.6], [0.4, 0.4, 0.6], [0.5, -0.2, -0.1], [-0.3, 0.1, 0.1], [-0.3, -0.1, -0.4], [-0.8, -0.5, -0.4], [-0.8, 0.3, 0.9], [-0.2, 0.4, 0.1], [0.3, 0.1, -0.4], [0.0, -0.3, -0.1], [0.3, 0.0, -0.5], [0.0, -0.6, 0.3], [-0.1, 0.2, 0.4], [0.2, -1.5, 1.6], [3.0, 0.2, -3.1], [-1.7, 0.4, 0.7], [-0.9, 0.0, 1.4], [-0.2, 0.3, -0.7], [0.3, 0.4, 0.3], [-0.7, 0.2, 0.1], [-2.4, 1.4, -0.3], [1.1, 1.2, 1.5], [-0.3, -1.7, -2.1], [-1.1, -0.3, 1.1], [0.8, 0.3, 0.4], [1.0, -0.5, -0.7], [0.9, -0.7, -0.1]],
  "spin_multiplicity": 2,
  "charge": 3,
  "homo_ev": [-15.0, -15.0],
  "largest_force_ha_per_bohr": 0.109,
  "homo_lumo_gap_ev": [8.669, 7.118],
  "lumo_ha": [-0.23212, -0.28886]
}

=====

(2)
{
  "formula": "C36H58BrN5O6SScSi",
  "method": "wB97M-V/def2-TZVPD",
  "elements": ["Sc", "C", "C", "N", "C", "C", "S", "C", "C", "N", "H", "H", "H", "H", "H", "H", "H", "H", "H", "H", "H", "H", "H", "H", "C", "C", "C", "C", "C", "Br", "N", "C", "H", "H", "H", "H", "H", "H", "O", "C", "O", "C", "C", "C", "C", "C", "C", "H", "H", "H", "H", "H", "N", "C", "C", "C", "C", "C", "N", "H", "H", "H", "H", "H", "H", "C", "C", "C", "C", "O", "Si", "O", "O", "C", "C", "C", "C", "O", "C", "C", "C", "C", "H", "H", "H", "H", "H", "H", "H", "H", "H", "H", "H", "H", "H", "H", "H", "H", "H", "H", "H", "H", "H", "H", "H", "H", "H", "H", "H"],
  "coordinates": [[-0.142, 0.147, 0.114], [3.002, 1.542, -0.688], [2.815, 2.209, 0.679], [1.476, 2.003, 1.226], [1.460, 1.860, 2.677], [2.050, 0.526, 3.132], [1.654, -0.890, 2.072], [3.147, -1.039, 1.048], [2.907, -0.900, -0.446], [2.197, 0.328, -0.835], [2.728, 2.228, -1.488], [4.066, 1.326, -0.846], [3.536, 1.792, 1.383], [3.064, 3.272, 0.598], [0.837, 2.758, 0.971], [2.004, 2.669, 3.182], [0.427, 1.920, 3.010], [3.137, 0.556, 3.217], [1.676, 0.286, 4.127], [3.874, -0.320, 1.423], [3.566, -2.030, 1.231], [3.883, -0.953, -0.949], [2.329, -1.749, -0.807], [1.929, 0.214, -1.812], [0.301, 5.149, -2.897], [-0.570, 3.985, -2.524], [-1.926, 3.938, -2.821], [-2.691, 2.859, -2.419], [-2.050, 1.847, -1.731], [-3.032, 0.345, -1.167], [-0.758, 1.847, -1.437], [-0.048, 2.912, -1.823], [-0.143, 5.732, -3.701], [1.286, 4.821, -3.229], [0.441, 5.812, -2.042], [-2.389, 4.749, -3.369], [-3.747, 2.794, -2.630], [0.995, 2.907, -1.549], [-1.046, 3.467, 1.026], [-1.521, 2.511, 1.623], [-1.195, 1.265, 1.381], [-2.519, 2.711, 2.723], [-3.193, 3.925, 2.797], [-4.108, 4.149, 3.813], [-4.330, 3.170, 4.773], [-3.644, 1.965, 4.716], [-2.744, 1.732, 3.686], [-2.990, 4.682, 2.052], [-4.643, 5.087, 3.863], [-5.034, 3.352, 5.574], [-3.807, 1.212, 5.475], [-2.197, 0.801, 3.639], [0.253, -3.204, 0.577], [-0.851, -2.877, 1.314], [-1.430, -3.825, 2.175], [-2.552, -3.488, 2.884], [-3.099, -2.210, 2.741], [-2.451, -1.331, 1.911], [-1.335, -1.631, 1.216], [0.480, -4.184, 0.536], [0.383, -2.699, -0.296], [-0.991, -4.810, 2.249], [-3.015, -4.214, 3.539], [-3.993, -1.906, 3.262], [-2.811, -0.322, 1.777], [1.496, -5.336, -2.402], [2.030, -4.042, -2.994], [1.834, -4.002, -4.500], [3.496, -3.857, -2.638], [1.333, -2.958, -2.355], [0.259, -1.799, -2.803], [-0.091, -1.126, -1.370], [1.026, -0.697, -3.737], [0.701, 0.023, -4.939], [0.724, -0.930, -6.121], [1.780, 1.087, -5.078], [-0.668, 0.665, -4.790], [-0.985, -2.373, -3.664], [-2.178, -3.155, -3.488], [-2.282, -3.608, -2.040], [-2.086, -4.336, -4.441], [-3.349, -2.267, -3.874], [2.003, -6.194, -2.844], [0.430, -5.441, -2.592], [1.661, -5.362, -1.324], [2.385, -4.821, -4.965], [2.201, -3.063, -4.908], [0.782, -4.111, -4.768], [4.098, -4.684, -3.017], [3.617, -3.816, -1.554], [3.880, -2.931, -3.068], [1.723, -1.333, -6.277], [0.429, -0.397, -7.026], [0.031, -1.758, -5.971], [2.765, 0.622, -5.105], [1.740, 1.775, -4.229], [1.644, 1.664, -5.992], [-1.448, -0.084, -4.647], [-0.909, 1.244, -5.683], [-0.667, 1.345, -3.940], [-1.391, -4.163, -1.739], [-3.146, -4.262, -1.908], [-2.398, -2.753, -1.370], [-1.232, -4.967, -4.207], [-1.977, -3.982, -5.467], [-2.987, -4.948, -4.384], [-3.394, -1.393, -3.228], [-4.290, -2.811, -3.784], [-3.247, -1.930, -4.906]],
  "forces_ev_per_angstrom": [[1.3, -0.1, 0.0], [0.0, 0.0, -0.1], [0.1, 0.0, 0.1], [-0.3, -0.1, -0.3], [0.0, 0.0, 0.1], [0.1, 0.1, 0.1], [-0.3, -0.1, 0.0], [0.2, -0.1, 0.0], [0.1, 0.0, 0.0], [-0.3, -0.2, 0.0], [0.0, 0.0, 0.0], [0.0, 0.0, 0.0], [0.0, 0.0, 0.0], [0.0, 0.0, 0.0], [0.1, 0.0, 0.0], [0.0, 0.0, 0.0], [0.0, 0.0, 0.0], [0.0, 0.0, 0.0], [0.0, 0.0, 0.0], [0.0, 0.0, 0.0], [0.0, 0.0, 0.0], [0.0, 0.0, 0.0], [0.0, 0.1, 0.0], [0.1, 0.0, 0.0], [0.0, 0.0, 0.0], [0.1, 0.0, 0.0], [-0.1, 0.1, -0.1], [0.1, 0.0, 0.0], [0.1, 0.1, -0.1], [-0.2, 0.0, 0.1], [-0.2, 0.0, 0.2], [-0.1, 0.0, 0.0], [0.0, 0.0, 0.0], [0.0, 0.0, 0.0], [0.0, 0.0, 0.0], [0.0, 0.0, 0.0], [0.0, 0.0, 0.0], [0.0, 0.0, 0.0], [0.1, 0.1, -0.1], [-0.3, -0.4, 0.2], [-0.6, 0.6, 0.3], [0.1, 0.1, -0.1], [-0.1, 0.0, 0.1], [0.0, 0.0, 0.0], [0.0, 0.0, 0.0], [0.0, 0.0, -0.1], [0.0, 0.0, 0.0], [0.0, 0.0, 0.0], [0.0, 0.0, 0.0], [0.0, 0.0, 0.0], [0.0, 0.0, 0.0], [0.0, 0.0, 0.0], [0.0, 0.0, 0.0], [0.0, -0.2, -0.1], [0.0, 0.0, 0.0], [-0.1, 0.0, 0.0], [0.1, 0.0, -0.1], [0.0, 0.0, 0.0], [0.1, 0.2, 0.0], [0.0, 0.0, 0.0], [-0.1, -0.1, 0.1], [0.0, 0.0, 0.0], [0.0, 0.0, 0.0], [0.0, 0.0, 0.0], [0.0, 0.0, 0.0], [0.1, -0.1, 0.0], [-0.1, 0.2, 0.0], [0.0, -0.2, -0.1], [0.1, -0.1, 0.0], [-0.2, -0.1, 0.1], [-0.1, 0.0, 0.2], [-0.2, -0.2, -0.5], [0.3, 0.0, 0.1], [-0.1, -0.1, 0.1], [0.0, 0.0, -0.2], [0.0, 0.0, 0.0], [-0.1, 0.1, -0.1], [0.0, 0.1, -0.2], [0.2, 0.1, 0.1], [-0.1, -0.1, 0.1], [-0.1, -0.1, 0.0], [-0.1, 0.0, 0.0], [0.0, 0.0, 0.0], [-0.1, 0.0, 0.0], [0.0, 0.0, 0.0], [0.0, 0.0, 0.0], [0.0, 0.0, 0.0], [0.0, 0.0, 0.0], [0.0, 0.0, 0.0], [0.0, 0.0, 0.0], [0.0, 0.0, 0.0], [0.1, 0.0, 0.0], [0.0, 0.0, 0.0], [0.0, 0.0, 0.1], [0.0, 0.0, 0.0], [0.0, 0.0, 0.0], [0.0, 0.0, 0.0], [0.1, 0.0, 0.0], [0.0, 0.0, 0.0], [0.0, 0.0, 0.0], [0.0, 0.0, 0.0], [0.0, 0.0, 0.0], [0.1, 0.0, 0.0], [0.1, -0.1, 0.1], [0.0, 0.0, 0.0], [0.0, 0.0, 0.0], [0.0, 0.0, 0.0], [0.0, 0.0, 0.0], [0.0, 0.0, 0.0]],
  "charge": 1,
  "homo_ev": -10.9,
  "largest_force_ha_per_bohr": 0.026,
  "relative_energy_ev": 0.092,
  "homo_lumo_gap_ev": 8.806,
  "lumo_ha": -0.07821
}

=====

Which value of charge does entry 2 give? +1